[1]
# C3H5FO

A single C3H5FO molecule in a non-equilibrium geometry (ωB97M-V/def2-TZVPD, the Open Molecules 2025 dataset).

Each line ends with the Mulliken charge.
Cartesian coordinates (Å):
C 1.194 -0.648 0.938  -0.688
C -0.408 0.258 -0.531  -0.124
C -1.595 0.593 -1.012  -0.097
H 1.251 -1.561 1.670  0.224
H 1.373 0.168 1.630  0.325
H 1.976 -0.754 0.170  0.331
H 0.412 0.966 -0.681  0.291
H -2.524 0.101 -0.733  0.326
O -0.090 -0.850 0.278  -0.336
F -1.590 1.729 -1.729  -0.251

* HOMO: -9.0 eV
* E_tot: -7954.9275 eV
* energy above the lowest of the compared OMol25 structures with the same formula, charge and spin: 36.5 kcal/mol
* charge: 0
* frontier orbital gap: 0.3673 hartree
* lowest unoccupied orbital energy: 1.041 eV
* strongest force on any atom: 3.67 eV Å⁻¹


[2]
# C3H5FO

A 2-piece molecular cluster, C3H5FO overall in a non-equilibrium geometry (ωB97M-V/def2-TZVPD, the Open Molecules 2025 dataset).

Each line ends with the Mulliken charge.
Cartesian coordinates (Å):
C -1.904 0.081 -0.058  0.203
C 0.576 -0.701 -0.528  0.052
C 1.038 0.371 0.294  -0.941
O -3.068 -0.149 0.165  -0.348
F 0.623 -1.923 -0.148  -0.217
H 0.724 -0.618 -1.677  0.245
H -1.433 1.078 0.189  0.068
H 0.530 1.285 0.148  0.291
H 2.080 0.585 0.301  0.314
H 0.834 -0.010 1.313  0.333

* HOMO (spin up / spin down): -7.9 / -8.3 eV
* E_tot: -7952.6218 eV
* energy above the lowest of the compared OMol25 structures with the same formula, charge and spin: 89.6 kcal/mol
* charge: 0
* frontier orbital gap (spin up / spin down): 0.2972 / 0.3373 hartree
* lowest unoccupied orbital energy (spin up / spin down): 0.210 / 0.842 eV
* strongest force on any atom: 5.61 eV Å⁻¹


[3]
# C3H5FO2Yb

C3H5FO2Yb as an isolated structure in a non-equilibrium geometry (ωB97M-V/def2-TZVPD, the Open Molecules 2025 dataset).

Each line ends with the Mulliken charge.
Cartesian coordinates (Å):
Yb 0.735 1.282 0.431  1.083
F -0.729 0.508 2.053  -0.277
O 0.201 1.709 -1.596  -0.766
C 0.667 0.721 -2.390  0.055
C 1.375 -0.316 -1.863  -0.298
O 1.861 -0.212 -0.600  -0.728
H 0.588 0.854 -3.477  0.315
H 1.867 -1.040 -2.526  0.282
C -1.549 -0.677 2.382  -0.368
H -1.547 -1.377 1.544  0.250
H -1.036 -1.209 3.188  0.227
H -2.434 -0.245 2.855  0.227

* HOMO: -5.6 eV
* E_tot: -41532.3453 eV
* charge: 0
* frontier orbital gap: 0.1817 hartree
* lowest unoccupied orbital energy: -0.615 eV
* strongest force on any atom: 1.86 eV Å⁻¹


[4]
# C3H5FOS

A single C3H5FOS molecule in a non-equilibrium geometry (ωB97M-V/def2-TZVPD, the Open Molecules 2025 dataset).

Each line ends with the Mulliken charge.
Cartesian coordinates (Å):
C -0.071 -0.368 0.733  0.299
C -0.382 0.844 -0.074  -0.662
C -0.300 0.376 -1.527  -0.275
H -1.906 -0.232 1.000  0.401
H 0.313 1.570 0.238  0.284
H -1.311 1.384 0.137  0.394
H -0.994 -0.354 -1.682  0.326
H 0.722 0.031 -1.730  0.276
O -1.200 -0.771 1.405  -0.460
F -0.486 1.627 -2.352  -0.322
S 1.354 -0.999 1.074  -0.261

* HOMO: -9.3 eV
* E_tot: -18791.0322 eV
* energy above the lowest of the compared OMol25 structures with the same formula, charge and spin: 20.0 kcal/mol
* charge: 0
* frontier orbital gap: 0.3422 hartree
* lowest unoccupied orbital energy: 0.009 eV
* strongest force on any atom: 5.78 eV Å⁻¹


[5]
# C3H5FOS

A single C3H5FOS molecule in a non-equilibrium geometry (ωB97M-V/def2-TZVPD, the Open Molecules 2025 dataset).

Each line ends with the Mulliken charge.
Cartesian coordinates (Å):
C -0.270 -0.629 0.777  -0.344
C 0.023 0.538 -0.322  0.475
C 1.322 0.511 -0.623  -0.586
H -2.460 -0.482 0.249  0.348
H 0.517 -0.506 1.754  0.293
H -0.354 -1.766 0.269  0.239
H -0.653 1.377 0.020  0.356
H 1.609 -0.280 -1.439  0.258
O -1.727 -0.249 1.068  -0.575
F -0.551 -0.144 -1.431  -0.289
S 2.544 1.630 -0.322  -0.176

* HOMO: -9.1 eV
* E_tot: -18788.0460 eV
* energy above the lowest of the compared OMol25 structures with the same formula, charge and spin: 88.9 kcal/mol
* charge: 0
* frontier orbital gap: 0.3011 hartree
* lowest unoccupied orbital energy: -0.863 eV
* strongest force on any atom: 9.70 eV Å⁻¹


[6]
# C3H5FOS

A single C3H5FOS molecule in a non-equilibrium geometry (ωB97M-V/def2-TZVPD, the Open Molecules 2025 dataset).

Each line ends with the Mulliken charge.
Cartesian coordinates (Å):
C -1.249 0.231 -0.115  0.443
C 0.139 0.782 -0.423  -0.297
C 1.053 0.025 0.451  -0.466
H -0.602 -2.166 -0.082  0.161
H -0.116 1.838 -0.214  0.259
H 0.590 0.576 -1.390  0.295
H 0.733 -0.140 1.450  0.369
H 2.067 0.492 0.436  0.255
O -2.162 1.005 0.112  -0.516
F 1.354 -1.210 -0.200  -0.296
S -1.806 -1.433 -0.024  -0.209

* HOMO: -10.0 eV
* E_tot: -18791.4326 eV
* energy above the lowest of the compared OMol25 structures with the same formula, charge and spin: 10.8 kcal/mol
* charge: 0
* frontier orbital gap: 0.3939 hartree
* lowest unoccupied orbital energy: 0.744 eV
* strongest force on any atom: 3.62 eV Å⁻¹


[7]
# C3H5FS

A single C3H5FS molecule in a non-equilibrium geometry (ωB97M-V/def2-TZVPD, the Open Molecules 2025 dataset).

Each line ends with the Mulliken charge.
Cartesian coordinates (Å):
C 1.498 -0.428 0.778  -0.715
C 0.620 -0.172 -0.177  0.554
C -0.727 0.396 0.095  -0.637
F 0.885 -0.438 -1.510  -0.244
S -2.047 -0.526 -0.882  -0.177
H 2.474 -1.028 0.521  0.237
H 1.323 -0.179 1.866  0.244
H -1.030 0.348 1.108  0.298
H -0.731 1.413 -0.261  0.297
H -2.265 0.615 -1.538  0.142

* HOMO: -9.4 eV
* E_tot: -16743.5327 eV
* energy above the lowest of the compared OMol25 structures with the same formula, charge and spin: 14.8 kcal/mol
* charge: 0
* frontier orbital gap: 0.3753 hartree
* lowest unoccupied orbital energy: 0.820 eV
* strongest force on any atom: 2.70 eV Å⁻¹


[8]
# C3H5FS

A single C3H5FS molecule in a non-equilibrium geometry (ωB97M-V/def2-TZVPD, the Open Molecules 2025 dataset).

Each line ends with the Mulliken charge.
Cartesian coordinates (Å):
C 0.497 0.073 -0.451  -0.239
C -0.771 -0.630 -0.102  -0.473
C -0.547 0.764 0.378  0.078
H 2.679 -0.908 -0.015  0.131
H 0.327 0.508 -1.421  0.312
H -1.675 -1.118 -0.825  0.218
H -0.823 -1.352 0.697  0.248
H -0.455 0.510 1.642  0.258
F -1.471 1.856 -0.156  -0.331
S 2.239 0.296 0.251  -0.202

* HOMO: -9.6 eV
* E_tot: -16741.1520 eV
* energy above the lowest of the compared OMol25 structures with the same formula, charge and spin: 69.7 kcal/mol
* charge: 0
* frontier orbital gap: 0.3802 hartree
* lowest unoccupied orbital energy: 0.750 eV
* strongest force on any atom: 4.44 eV Å⁻¹


[9]
# C3H5GaLi2O4

C3H5GaLi2O4 as an isolated structure in a non-equilibrium geometry (ωB97M-V/def2-TZVPD, the Open Molecules 2025 dataset).

Each line ends with the Mulliken charge.
Cartesian coordinates (Å):
H -1.977 1.226 0.367  0.401
Li 1.599 0.184 -1.990  0.902
O -2.361 -0.068 -1.174  -0.543
O -0.839 -0.484 0.385  -0.151
C -0.012 0.014 1.483  -0.491
C 1.313 0.487 0.885  -0.274
O 1.789 -0.408 -0.067  -0.435
C -1.745 0.310 -0.202  0.339
H -0.550 0.806 2.019  0.475
H 0.126 -0.850 2.144  0.256
H 2.013 0.622 1.731  0.353
H 1.156 1.493 0.446  0.311
O 0.334 -1.037 -2.473  -0.849
Ga 0.496 -1.589 -0.701  0.792
Li -1.344 -0.708 -2.854  0.916

* HOMO: -19.5 eV
* E_tot: -64152.6812 eV
* charge: +2
* frontier orbital gap: 0.2975 hartree
* lowest unoccupied orbital energy: -11.389 eV
* strongest force on any atom: 3.29 eV Å⁻¹


[10]
# C3H5IOS

A single C3H5IOS molecule in a non-equilibrium geometry (ωB97M-V/def2-TZVPD, the Open Molecules 2025 dataset).

Each line ends with the Mulliken charge.
Cartesian coordinates (Å):
C -1.175 0.591 0.880  -0.607
C 1.121 -0.737 0.441  -0.265
C -0.159 -0.167 -1.405  -0.389
O 0.515 -1.078 -0.752  -0.321
S -0.206 -0.556 1.792  -0.085
I 0.819 1.614 -1.931  0.080
H -0.967 1.680 0.719  0.270
H -2.203 0.255 1.105  0.311
H 1.797 -1.394 0.778  0.282
H 1.648 0.176 0.169  0.250
H -1.190 -0.384 -1.798  0.473

* HOMO (spin up / spin down): -8.0 / -7.8 eV
* E_tot: -24171.2253 eV
* energy above the lowest of the compared OMol25 structures with the same formula, charge and spin: 88.6 kcal/mol
* charge: 0
* frontier orbital gap (spin up / spin down): 0.3001 / 0.2819 hartree
* lowest unoccupied orbital energy (spin up / spin down): 0.212 / -0.084 eV
* strongest force on any atom: 3.89 eV Å⁻¹


[11]
# C3H5KO2

C3H5KO2 as an isolated structure in a non-equilibrium geometry (ωB97M-V/def2-TZVPD, the Open Molecules 2025 dataset).

Each line ends with the Mulliken charge.
Cartesian coordinates (Å):
C 0.155 -0.256 -0.704  -0.042
O -1.068 -0.036 -1.021  -0.582
H -1.667 1.290 -0.505  0.483
C 1.405 -1.826 0.708  -0.570
C 0.294 -1.541 0.016  -0.254
H 1.592 -2.824 1.111  0.254
H 2.093 -1.026 0.996  0.170
H -0.496 -2.299 -0.096  0.286
O -1.352 2.595 -0.086  -0.806
K 1.089 2.685 -0.482  0.848
H -2.045 3.238 0.062  0.214

* HOMO: -6.5 eV
* E_tot: -23608.4290 eV
* energy above the lowest of the compared OMol25 structures with the same formula, charge and spin: 52.5 kcal/mol
* charge: 0
* frontier orbital gap: 0.2166 hartree
* lowest unoccupied orbital energy: -0.568 eV
* strongest force on any atom: 3.29 eV Å⁻¹


[12]
# C3H5LiO3Tl

C3H5LiO3Tl as an isolated structure in a non-equilibrium geometry (ωB97M-V/def2-TZVPD, the Open Molecules 2025 dataset).

Each line ends with the Mulliken charge.
Cartesian coordinates (Å):
H -2.868 0.544 0.399  0.405
O 0.694 -1.318 -0.058  -0.348
C 0.891 -0.166 -0.749  -0.177
C 0.396 1.110 -0.097  -0.617
O -1.029 1.251 -0.221  -0.275
C -1.804 0.767 0.706  0.245
O -1.495 -0.082 1.521  -0.554
Tl 1.116 -3.690 -1.096  0.883
Li 0.029 -1.181 1.944  0.916
H 0.551 -0.279 -1.800  0.384
H 2.007 -0.095 -0.873  0.384
H 0.815 1.968 -0.631  0.368
H 0.697 1.170 0.957  0.384

* HOMO (spin up / spin down): -18.9 / -18.8 eV
* E_tot: -14215.2029 eV
* multiplicity: 2
* energy above the lowest of the compared OMol25 structures with the same formula, charge and spin: 14.1 kcal/mol
* charge: +2
* frontier orbital gap (spin up / spin down): 0.3839 / 0.2621 hartree
* lowest unoccupied orbital energy (spin up / spin down): -8.432 / -11.703 eV
* strongest force on any atom: 5.04 eV Å⁻¹